(1)
# C9H4AgF5NO2S2

A structure of composition C9H4AgF5NO2S2 (ωB97M-V/def2-TZVPD, the OMol25 dataset).

Structure (XYZ):
```
24
Properties=species:S:1:pos:R:3
C 6.201 -0.077 -4.052
H 4.197 0.090 -6.786
F 1.486 -2.211 2.966
C 3.481 0.135 -4.767
C 5.200 -0.002 -3.104
F -0.407 -0.489 1.934
H 7.243 -0.158 -3.765
S 5.329 -0.015 -1.340
Ag 2.175 -0.007 0.541
H 2.430 0.213 -5.016
F 2.466 -0.537 3.934
O 6.016 1.163 -0.891
C 3.864 0.101 -3.439
C 5.817 -0.042 -5.386
C 1.307 -0.954 3.405
O 5.813 -1.293 -0.897
S 1.330 0.235 -2.236
C 0.864 -0.030 2.273
N 3.707 0.116 -1.086
C 2.997 0.151 -2.217
F 0.420 -1.024 4.419
C 4.471 0.064 -5.738
F 0.646 1.188 2.897
H 6.572 -0.099 -6.160
```

Computed properties:
HOMO in Eh: -0.185
Molecular weight in g mol⁻¹: 425.1
Maximum force in eV Å⁻¹: 0.62
LUMO level in eV: 2.41
Charge: -1

***

(2)
# C9H4Cl2F5O2PdS

A structure of composition C9H4Cl2F5O2PdS (ωB97M-V/def2-TZVPD, the OMol25 dataset).

Structure (XYZ):
```
24
Properties=species:S:1:pos:R:3
S -1.244 -1.215 -1.011
C -2.987 -2.757 2.298
O 2.618 1.355 -3.216
C -2.067 -2.549 3.313
Pd 0.410 0.360 -1.045
C -0.871 -1.921 3.016
C -2.709 -2.331 1.013
O 2.025 1.680 -1.059
F 4.604 3.106 -2.943
F -1.074 2.644 -1.076
Cl 0.940 -0.746 1.467
H -0.126 -1.748 3.780
H 0.058 2.233 -2.677
H -2.279 -2.874 4.323
C -1.516 -1.672 0.652
F 4.812 2.230 -0.980
F -1.706 1.302 -2.678
C -0.617 1.727 -1.981
Cl -3.918 -2.647 -0.198
H -3.930 -3.250 2.491
C -0.614 -1.505 1.720
F 3.530 3.951 -1.274
C 3.928 2.793 -1.830
C 2.732 1.833 -2.103
```

Computed properties:
HOMO in Eh: -0.178
Molecular weight in g mol⁻¹: 448.5
Maximum force in eV Å⁻¹: 0.37
Energy relative to the best compared isomer or geometry (same formula, charge and spin) in kJ/mol: 1.2
LUMO level in eV: 2.83
Charge: -1

***

(3)
# C9H4Cl2GaN2O3V

A structure of composition C9H4Cl2GaN2O3V in a non-equilibrium geometry (ωB97M-V/def2-TZVPD, the OMol25 dataset).

Structure (XYZ):
```
22
Properties=species:S:1:pos:R:3
C 0.272 1.053 -5.444
C 0.267 -2.141 -5.265
H 0.010 -1.977 1.264
O 2.427 2.238 -0.414
O 0.511 -3.182 -5.723
C 1.594 1.433 -0.645
N 0.598 -3.057 4.445
C -0.045 -0.992 1.764
Ga -0.071 -0.435 -4.258
C -0.809 1.360 2.955
H -0.217 0.477 4.849
H -1.121 2.294 3.387
O 0.539 1.871 -6.253
C 0.089 -0.858 3.147
Cl -1.100 1.853 -1.832
Cl -0.465 -1.687 -2.201
V 0.126 0.320 -0.921
C 0.411 -2.072 3.843
H -1.477 1.879 0.968
C -0.927 1.170 1.585
C -0.267 0.354 3.769
N -0.346 0.100 0.978
```

Computed properties:
HOMO (alpha / beta) in Eh: -0.800 / -0.801
Molecular weight in g mol⁻¹: 379.7
Maximum force in eV Å⁻¹: 12.08
Multiplicity: 3
Energy relative to the best compared isomer or geometry (same formula, charge and spin) in kJ/mol: 374.8
LUMO level (alpha / beta) in eV: -19.02 / -19.04
Charge: +4

***

(4)
# C9H4ClINO2ReS4Sb

A structure of composition C9H4ClINO2ReS4Sb in a non-equilibrium geometry (ωB97M-V/def2-TZVPD, the OMol25 dataset).

Structure (XYZ):
```
24
Properties=species:S:1:pos:R:3
C -11.794 9.067 4.720
C -12.286 6.441 7.070
C -12.735 10.153 6.648
H -13.054 11.050 7.206
C -13.310 8.678 8.663
O -11.787 5.435 6.419
C -12.458 6.468 8.457
I -11.874 4.858 9.497
C -12.788 8.853 7.313
S -9.799 6.032 3.054
Sb -10.040 3.742 2.319
N -11.862 7.866 5.272
C -12.354 7.805 6.520
C -12.121 10.283 5.446
H -12.019 11.266 5.069
C -13.069 7.475 9.232
S -7.428 2.085 2.698
Cl -13.608 9.985 9.817
O -12.995 6.038 3.425
S -11.509 3.202 4.066
H -11.561 9.106 3.735
S -8.436 0.623 2.092
H -13.368 7.593 10.278
Re -11.695 5.720 4.482
```

Computed properties:
HOMO in Eh: -0.407
Molecular weight in g mol⁻¹: 756.7
Maximum force in eV Å⁻¹: 5.73
Energy relative to the best compared isomer or geometry (same formula, charge and spin) in kJ/mol: 0.0
LUMO level in eV: -6.38
Charge: +1

***

(5)
# C9H50N18O16

A cluster of 16 separate species, C9H50N18O16 in total in a non-equilibrium geometry (ωB97M-V/def2-TZVPD, the OMol25 dataset).

Structure (XYZ):
```
93
Properties=species:S:1:pos:R:3
H -2.295 2.439 -0.152
N -3.164 0.319 -1.734
H -4.060 3.009 3.413
H -1.794 -1.996 1.534
C 0.251 -0.362 0.796
H -1.382 2.573 1.048
H 0.679 1.537 -3.049
H -1.335 0.328 2.765
H -0.274 0.006 -1.176
C 1.188 4.385 -2.088
H 0.629 1.442 0.164
H 0.021 -4.359 2.113
N -4.676 -2.602 0.586
C 1.931 -4.433 2.080
H 0.312 -0.203 -4.051
N 2.009 5.203 -2.591
C -0.628 -3.626 -2.443
H -4.176 1.714 2.262
N -1.118 -3.817 -3.641
C -3.681 -2.259 1.407
H 3.673 5.696 0.572
H -2.880 0.342 1.822
O 1.555 3.255 -1.765
O 3.729 4.424 2.787
O 2.868 -2.637 -0.784
C 1.340 -1.620 -5.110
N 3.029 -3.920 2.570
H 2.694 -0.671 3.293
O -1.725 2.330 4.048
N 0.058 4.855 -1.836
C -3.912 0.943 -0.865
H 3.122 -2.162 -4.770
H -0.465 -1.298 -5.183
H -2.120 -3.734 -3.732
H 2.553 -1.866 -0.312
O -0.061 0.975 -2.820
H 0.832 0.650 3.775
O 3.442 -1.208 3.033
H -0.180 5.827 -1.976
H -5.552 -2.783 1.055
H -0.298 -1.652 3.721
O 1.705 0.993 3.584
C -2.523 1.743 3.266
H -3.271 0.292 -2.738
H 0.979 -3.686 -1.386
O -1.270 -3.171 -1.509
H -0.830 -1.009 4.984
H 0.839 0.928 1.903
H 2.662 -0.709 -3.879
H 3.320 0.895 0.158
H 2.939 4.867 -2.801
H -0.817 1.561 -2.820
N 0.370 -0.873 -4.806
O 0.265 -1.216 1.672
O -3.734 0.738 0.345
N 2.430 -1.485 -4.482
H 1.647 6.083 -2.929
H -5.797 1.603 -0.886
O -0.537 -0.805 4.096
H -4.401 -2.741 -0.376
H 2.240 4.907 0.093
O -1.755 3.072 0.321
N -5.001 1.369 -1.462
H 3.767 -4.610 2.578
H 2.201 2.716 2.457
O -3.864 -2.098 2.573
H -0.617 4.377 -1.257
H -2.257 -2.434 -0.086
N 0.634 -3.896 -2.311
N -2.193 0.750 2.440
O 1.948 -5.439 1.463
H 2.961 -3.057 3.090
O 1.145 -2.588 -5.866
H 0.732 -2.828 2.450
H 2.071 1.209 4.442
H 1.238 -4.013 -3.112
O 3.911 0.386 0.713
C 3.172 4.119 1.729
H 1.915 2.902 0.749
H -4.976 1.057 -2.422
N -3.731 2.115 3.076
N -0.215 -0.638 -0.400
H -0.620 -1.561 -0.472
N 0.847 -3.827 2.348
H 3.825 -0.741 2.290
N -2.486 -2.359 0.894
H -0.536 -3.754 -4.464
N 0.662 0.774 0.921
N 2.493 3.075 1.560
H -2.327 -0.119 -1.376
H 4.777 0.519 0.326
H 2.867 -3.336 -0.131
N 3.058 4.904 0.686
```

Computed properties:
HOMO (alpha / beta) in Eh: -0.399 / -0.399
Molecular weight in g mol⁻¹: 666.6
Maximum force in eV Å⁻¹: 9.31
Multiplicity: 2
LUMO level (alpha / beta) in eV: -2.99 / -8.22
Charge: +1